[1]
Entry from the OMol25 dataset: a 3-piece molecular cluster, C9H18Cl2O4 overall (ωB97M-V/def2-TZVPD).

XYZ file:
```
33
Properties=species:S:1:pos:R:3:forces:R:3
C 23.0431 -14.4541 15.0108 -0.255 -0.068 -0.290
C 22.6583 -15.4817 13.9604 0.173 0.077 0.407
O 23.0332 -14.9389 12.6837 0.013 0.186 -0.136
C 22.5176 -15.5506 11.6150 0.054 0.067 -0.285
C 22.9015 -14.8776 10.3262 -0.031 0.034 0.009
O 21.8233 -16.5315 11.6868 -0.036 -0.287 0.033
H 22.6510 -14.7412 15.9852 0.082 -0.108 0.030
H 22.6082 -13.4857 14.7571 0.074 0.002 0.009
H 24.1254 -14.3588 15.0646 0.021 0.088 0.070
H 23.2074 -16.4128 14.1153 -0.123 -0.055 -0.052
H 21.5934 -15.7072 13.9550 -0.010 0.024 0.005
H 22.6325 -13.8225 10.3631 0.048 -0.002 0.029
H 22.3856 -15.3584 9.5011 -0.049 -0.030 0.033
H 23.9763 -14.9509 10.1612 0.020 0.032 0.099
C 20.2953 -12.3897 12.0475 0.217 -0.499 0.478
C 19.1675 -13.3618 12.3564 0.042 0.227 -0.043
O 19.3590 -14.5600 11.5851 0.219 0.217 0.091
C 18.2574 -15.2216 11.1865 -0.069 -0.060 0.012
C 18.6154 -16.4646 10.4250 -0.064 -0.084 0.101
O 17.1378 -14.8466 11.4145 -0.030 -0.003 0.017
H 20.0248 -11.4046 12.4226 0.024 0.119 -0.200
H 20.5212 -12.3753 10.9837 -0.206 0.233 -0.091
H 21.2127 -12.6887 12.5655 -0.050 -0.010 -0.097
H 19.1746 -13.6359 13.4133 -0.049 -0.041 -0.007
H 18.1961 -12.9239 12.1372 -0.023 -0.115 -0.136
H 19.5665 -16.8669 10.7643 0.032 0.043 -0.033
H 18.6914 -16.2293 9.3629 -0.005 0.028 -0.001
H 17.8191 -17.1900 10.5674 -0.003 -0.027 -0.069
Cl 20.1892 -18.4123 14.3568 -0.014 0.009 0.033
C 20.6275 -19.2368 12.8463 0.299 0.083 0.266
Cl 19.2869 -20.1801 12.2075 -0.075 0.013 -0.163
H 20.9501 -18.4696 12.1547 -0.183 -0.046 -0.141
H 21.4449 -19.9126 13.0687 -0.045 -0.047 0.023
```
Positions in Å, forces in eV/Å.

The value obtained for the gap between HOMO and LUMO is 10.929 eV. As for the lowest unoccupied orbital energy: 0.0253 Eh. The total energy comes out at -42860.615 eV. Its structure (SMILES) is CCOC(C)=O.CCOC(C)=O.ClCCl. The value obtained for the highest occupied orbital energy is -10.240 eV.


[2]
Entry from the OMol25 dataset: C9H18Cl2OTl as an isolated structure at a distorted geometry (ωB97M-V/def2-TZVPD).

XYZ file:
```
31
Properties=species:S:1:pos:R:3:forces:R:3
Tl 3.0013 0.2952 -0.1802 -1.064 -0.394 0.552
Cl 1.5292 -1.7780 0.0308 0.228 0.115 -0.139
Cl 1.8334 1.5551 1.7203 0.202 0.191 0.127
C 4.9619 0.0506 0.1439 2.282 -1.223 0.609
H 5.4469 0.5596 1.0037 -0.369 0.195 -1.117
H 5.5938 -0.5038 -0.5868 -0.547 0.833 0.530
C -0.6939 1.4447 -0.7144 -1.591 0.882 1.466
C 0.3472 1.1745 -1.4383 1.626 0.116 -1.624
H -0.6288 2.1598 0.1113 0.077 -0.057 -0.395
C 0.3520 0.1181 -2.5009 -0.389 -0.548 -0.285
H 1.2510 1.7922 -1.3647 -0.309 -0.229 0.289
C -1.0513 -0.0456 -3.1163 0.215 0.213 0.039
H 1.0935 0.3290 -3.2806 -0.080 0.059 0.086
H 0.6459 -0.8355 -2.0238 -0.103 0.356 -0.358
C -2.1003 -0.2291 -2.0236 -0.135 -0.161 0.447
H -1.2906 0.8471 -3.7103 0.039 -0.047 0.057
H -1.0715 -0.9010 -3.8014 -0.002 0.074 0.059
C -2.0439 0.8359 -0.9060 -0.357 -0.400 -0.170
H -3.1095 -0.2072 -2.4471 0.069 -0.165 -0.096
H -1.9684 -1.2189 -1.5657 0.060 0.124 -0.114
H -2.7757 1.6253 -1.1436 0.273 0.047 0.096
H -2.3770 0.4056 0.0505 0.125 0.106 -0.276
C -0.7353 -1.1029 3.9954 0.009 0.241 -0.087
C -0.9710 -0.9966 2.4948 0.095 -0.236 -0.442
O -1.0049 0.3334 2.0142 0.699 0.273 0.387
H 0.2996 -0.8341 4.2324 -0.145 -0.034 0.049
H -0.9263 -2.1273 4.3242 0.081 0.003 0.078
H -1.4073 -0.4235 4.5356 0.108 -0.141 -0.082
H -0.1866 -1.5419 1.9376 -0.419 -0.013 0.330
H -1.9481 -1.4359 2.2408 0.194 0.029 0.044
H -0.0650 0.6554 1.9683 -0.870 -0.211 -0.058
```
Positions in Å, forces in eV/Å.

The value obtained for the gap between HOMO and LUMO (alpha / beta) is 6.083 / 6.874 eV. As for the lowest unoccupied orbital energy (alpha / beta): 0.0988 / 0.0927 Eh. As for the charge: -1. The total energy comes out at -41410.674 eV. The value obtained for the highest occupied orbital energy (alpha / beta) is -3.394 / -4.350 eV.